Entry 1:
{"formula": "C9H11N2O", "method": "ωB97M-V/def2-TZVPD", "total_charge": 1, "spin_multiplicity": 1, "homo_lumo_gap_ev": 7.52, "molar_mass_g_mol": 163.20, "relative_energy_ev": 2.708, "energy_ha": -533.9528, "elements": ["H", "C", "O", "C", "C", "H", "H", "H", "H", "C", "C", "C", "H", "C", "C", "N", "H", "N", "H", "H", "H", "H", "C"], "coordinates": [[-3.75, -1.76, 0.50], [2.80, -0.28, 1.10], [-1.77, 2.26, 0.34], [0.49, 1.01, -1.06], [-2.80, 0.22, 0.49], [-0.99, 2.63, -0.01], [0.65, 1.92, -0.53], [2.39, 1.30, -1.51], [1.44, -0.18, -2.29], [-0.70, -1.11, -0.80], [-1.92, -1.75, -0.64], [-0.64, 0.29, -0.60], [1.48, 0.11, 2.73], [-1.75, 0.94, 0.04], [2.12, -0.62, 2.11], [3.54, 0.23, 0.28], [-3.75, 0.76, 0.99], [1.54, 0.70, -1.73], [2.02, -1.64, 2.42], [-2.08, -2.76, -1.07], [0.10, -1.58, -1.28], [4.52, 0.45, 0.37], [-2.94, -1.13, 0.16]], "mulliken_charge": [0.40, 0.70, -0.50, -0.31, -0.48, 0.24, 0.34, 0.33, 0.27, -0.78, -0.78, 0.94, 0.23, 0.60, -0.91, -0.50, 0.29, -0.24, 0.28, 0.36, 0.49, 0.26, -0.24]}

Entry 2:
{"formula": "C9H11N3", "method": "ωB97M-V/def2-TZVPD", "spin_multiplicity": 1, "homo_lumo_gap_ev": 8.12, "molar_mass_g_mol": 161.21, "relative_energy_ev": 7.200, "energy_ha": -513.5754, "elements": ["H", "H", "H", "H", "H", "C", "H", "H", "N", "N", "H", "C", "C", "C", "N", "C", "C", "C", "C", "H", "H", "C", "H"], "coordinates": [[2.80, -1.14, -0.81], [-1.30, -2.80, -0.42], [-3.88, -1.24, 0.04], [1.26, -0.79, 1.68], [-3.82, 0.74, 1.16], [-1.66, -1.61, -0.26], [1.96, -2.43, 1.30], [-0.15, 3.16, -0.39], [2.06, 0.53, -0.37], [0.81, -1.40, -0.69], [0.62, -2.43, -0.90], [-1.62, 1.29, 0.28], [-0.49, 0.62, -0.36], [2.27, -1.21, 1.31], [0.96, 2.52, 0.04], [0.93, 1.29, -0.43], [-2.87, -0.90, 0.12], [2.03, -0.78, -0.19], [-2.77, 0.53, 0.56], [1.72, 3.14, 0.34], [-1.69, 2.45, 0.42], [-0.45, -0.71, -0.57], [3.41, -1.24, 1.99]], "mulliken_charge": [0.44, 0.08, 0.42, 0.22, 0.18, -0.49, 0.20, 0.29, -0.67, -0.31, 0.25, -0.53, 1.00, -0.81, -0.43, 0.62, -0.54, -0.22, -0.60, 0.23, -0.06, 0.44, 0.28]}

Entry 3:
{"formula": "C9H11N3", "method": "ωB97M-V/def2-TZVPD", "spin_multiplicity": 1, "smiles": "N#CN1CCC=C2CCCN=C21", "homo_lumo_gap_ev": 9.64, "molar_mass_g_mol": 161.21, "relative_energy_ev": 2.873, "energy_ha": -513.7344, "elements": ["H", "H", "H", "H", "H", "C", "C", "H", "H", "H", "H", "N", "N", "H", "H", "C", "C", "C", "C", "N", "C", "C", "C"], "coordinates": [[1.45, 2.51, 0.30], [-1.80, 1.81, -1.58], [0.95, -2.84, -0.91], [0.76, -3.07, 0.87], [-1.19, 1.82, 1.44], [2.12, -1.49, 0.33], [-0.87, 2.21, 0.51], [2.14, -1.22, 1.52], [1.82, -0.56, -1.54], [-2.95, 1.71, -0.15], [2.86, 0.33, -0.34], [-1.74, 0.06, -0.32], [-0.39, -1.72, 0.02], [-1.23, 3.27, 0.57], [3.16, -1.84, 0.07], [1.93, -0.24, -0.53], [-2.87, -0.58, -0.15], [0.64, 0.48, -0.06], [0.89, -2.36, 0.06], [-3.83, -1.11, 0.19], [-1.88, 1.54, -0.49], [-0.51, -0.47, -0.04], [0.54, 1.77, 0.22]], "mulliken_charge": [0.26, 0.22, 0.33, 0.38, 0.31, -0.42, -0.58, 0.23, 0.33, 0.45, 0.32, 0.01, -0.63, 0.39, 0.34, -0.89, 0.56, 0.54, -0.74, -0.52, -0.78, 0.49, -0.61]}

Entry 4:
{"formula": "C9H11N3O2Se", "method": "ωB97M-V/def2-TZVPD", "spin_multiplicity": 1, "smiles": "Nc1ccn(/C=C/[C@@H]2[Se][C@H]2CO)c(=O)n1", "homo_lumo_gap_ev": 8.14, "molar_mass_g_mol": 272.17, "relative_energy_ev": 0.000, "energy_ha": -3065.7179, "elements": ["H", "C", "H", "C", "H", "H", "C", "C", "H", "C", "H", "C", "H", "H", "H", "H", "C", "N", "C", "O", "C", "N", "O", "H", "Se", "N"], "coordinates": [[1.12, 1.15, 2.49], [0.11, -0.15, -4.06], [-1.78, -1.23, -3.85], [-0.95, -0.62, -1.99], [-0.99, -1.04, 2.98], [-1.28, -1.27, 0.64], [-0.60, -0.48, 0.94], [0.37, 0.63, 3.08], [-0.82, 0.33, 5.43], [-0.58, -0.24, 2.37], [-1.75, -1.02, -1.38], [0.10, 0.20, 0.02], [1.34, 1.07, 4.94], [1.61, -0.57, 4.32], [0.82, 0.96, 0.29], [0.98, 0.18, -5.85], [1.13, 0.65, -2.13], [1.08, 0.50, -3.45], [0.86, 0.21, 4.45], [-0.13, -0.34, 5.27], [-0.97, -0.73, -3.34], [0.18, -0.24, -5.40], [1.99, 1.25, -1.53], [-0.49, -0.75, -5.93], [-1.40, 1.51, 3.03], [0.05, 0.03, -1.35]], "mulliken_charge": [0.50, 0.96, 0.29, 0.02, 0.51, 0.18, -0.39, -0.47, 0.31, -0.34, 0.28, 0.03, 0.29, 0.32, 0.41, 0.25, 0.39, -0.65, -0.62, -0.50, -0.86, -0.39, -0.62, 0.20, -0.12, 0.05]}

Entry 5:
{"formula": "C9H11N5O", "method": "ωB97M-V/def2-TZVPD", "spin_multiplicity": 1, "smiles": "CN(c1cccnc1)N1N=CCNC1=O", "homo_lumo_gap_ev": 8.47, "molar_mass_g_mol": 205.22, "relative_energy_ev": 0.000, "energy_ha": -698.4808, "elements": ["C", "N", "C", "H", "C", "O", "C", "H", "N", "H", "C", "H", "N", "C", "H", "H", "C", "H", "H", "N", "H", "N", "H", "H", "C", "C"], "coordinates": [[-1.84, 1.98, -0.42], [3.32, -2.10, -0.93], [1.81, 0.21, -0.51], [-2.46, 2.59, -1.10], [-1.83, 2.42, 0.95], [-0.26, -0.52, 2.09], [3.15, 0.29, -0.60], [-0.63, -2.91, -1.19], [-1.64, 1.27, 1.76], [-1.50, 1.46, 2.80], [-0.89, 0.23, 1.43], [1.56, -3.14, -1.11], [-1.44, 0.87, -0.89], [1.19, -1.00, -0.57], [-2.01, -2.07, -0.53], [-2.86, 2.83, 1.34], [3.86, -0.92, -0.84], [3.78, 1.16, -0.48], [-0.83, -2.84, 0.47], [-0.19, -1.10, -0.45], [-1.03, 3.14, 1.22], [-0.90, -0.04, 0.04], [4.90, -0.88, -0.96], [1.19, 1.05, -0.12], [1.98, -2.14, -0.81], [-0.98, -2.32, -0.47]], "mulliken_charge": [-0.09, -0.60, 0.04, 0.36, -0.32, -0.58, -0.60, 0.47, -0.27, 0.31, 0.45, 0.21, -0.87, 0.77, 0.34, 0.28, -0.29, 0.38, 0.35, -0.16, 0.23, 0.61, 0.41, 0.18, -0.46, -1.15]}

Entry 6:
{"formula": "C9H11NO", "method": "ωB97M-V/def2-TZVPD", "spin_multiplicity": 1, "smiles": "C=Cc1ccccc1ONC", "homo_lumo_gap_ev": 9.69, "molar_mass_g_mol": 149.19, "relative_energy_ev": 3.967, "energy_ha": -479.3989, "elements": ["C", "H", "N", "C", "C", "H", "H", "H", "H", "H", "C", "H", "O", "H", "C", "C", "C", "C", "H", "H", "H", "C"], "coordinates": [[0.79, -0.43, 0.67], [0.60, 0.39, 2.63], [-1.66, 1.54, 0.43], [1.74, -0.41, -1.95], [1.59, -1.45, 0.18], [2.17, -0.36, -2.88], [-3.43, 1.66, -0.57], [-0.89, -1.69, 3.29], [0.92, 1.41, -2.17], [-0.58, -2.28, 1.70], [0.86, 0.57, -1.53], [-2.46, 0.31, -1.10], [-0.25, 1.72, 0.06], [2.74, -2.21, -1.39], [0.30, -0.45, 2.02], [-2.47, 1.45, -0.76], [0.38, 0.55, -0.23], [2.13, -1.43, -1.09], [-1.82, 2.53, 0.89], [-2.20, 2.21, -1.56], [1.93, -2.17, 0.91], [-0.40, -1.48, 2.43]], "mulliken_charge": [0.21, 0.35, -0.38, -0.49, -0.41, 0.48, 0.43, 0.38, 0.38, 0.24, -0.30, 0.23, -0.39, 0.47, -0.22, -0.84, 0.52, -0.77, 0.26, 0.27, 0.41, -0.83]}